74
Properties=species:S:1:pos:R:3 method="wB97M-V/def2-TZVPD" spin_multiplicity=1 homo_lumo_gap_ev=7.66 total_charge=+1
C 2.99 -4.44 1.48
C 3.64 -3.90 0.18
C 2.61 -3.49 -0.92
C 2.67 -1.99 -1.31
N 1.50 -1.18 -0.81
N 2.00 -0.02 -0.20
C 2.53 1.05 -0.90
O 2.55 1.02 -2.24
C 1.57 1.94 -2.81
C 0.16 1.32 -2.89
N -0.62 1.62 -1.69
C -1.75 0.70 -1.49
C -2.74 1.20 -0.44
C -2.86 0.26 0.81
O -4.02 1.27 -1.08
C 2.95 1.99 0.00
C 3.59 3.31 -0.31
C 5.10 3.29 0.00
O 5.65 4.19 0.56
Cl 5.98 1.81 -0.49
N 2.64 1.44 1.23
C 2.97 2.14 2.49
C 1.99 3.29 2.87
C 1.22 2.87 4.13
O 1.72 2.30 5.07
O -0.11 3.23 4.15
C 2.05 0.25 1.12
P 1.43 -0.81 2.49
O 0.34 0.15 3.25
O 0.56 -1.98 1.81
S 2.76 -1.41 3.70
H 2.92 -5.54 1.50
H 3.54 -4.13 2.37
H 1.95 -4.08 1.51
H 4.29 -3.05 0.46
H 4.33 -4.67 -0.20
H 1.59 -3.79 -0.66
H 2.92 -4.04 -1.82
H 3.59 -1.58 -0.87
H 2.79 -1.84 -2.39
H 0.97 -0.88 -1.63
H 1.48 2.84 -2.19
H 1.89 2.15 -3.83
H 0.20 0.24 -3.14
H -0.34 1.81 -3.74
H -0.05 1.66 -0.86
H -2.26 0.60 -2.46
H -1.36 -0.31 -1.25
H -2.49 2.22 -0.09
H -3.85 -0.21 0.87
H -2.15 -0.58 0.73
H -2.72 0.80 1.75
H -4.71 1.31 -0.41
H 3.36 3.65 -1.32
H 3.15 4.06 0.37
H 3.06 1.38 3.28
H 3.98 2.57 2.39
H 1.27 3.40 2.05
H 2.51 4.23 3.06
H -0.63 2.43 4.32
H -0.17 0.61 2.56
H -0.06 -1.58 1.17
C -7.61 -2.98 -1.44
C -6.24 -2.55 -0.97
O -5.55 -3.24 -0.24
N -5.79 -1.33 -1.38
C -6.43 -0.35 -2.23
H -7.82 -3.97 -1.03
H -8.37 -2.29 -1.09
H -7.63 -3.05 -2.53
H -4.87 -1.11 -1.02
H -5.80 -0.18 -3.10
H -6.54 0.58 -1.68
H -7.41 -0.68 -2.57